# 1
57
Properties=species:S:1:pos:R:3 method="wB97M-V/def2-TZVPD" total_energy_ha=-1942.3419 homo_lumo_gap_ev=9.0059 charge=0 multiplicity=1 smiles="O=C(CCCn1c(=O)c2sccc2n(CC(=O)OCc2ccccc2)c1=O)NCc1ccco1" de_lowest_kj_mol=28.92
O -2.20461 -1.32024 2.18615
C -1.09556 -0.85506 2.00185
C 0.18170 -1.68306 2.07972
C -0.07244 -3.12605 1.64076
C -0.04327 -3.26998 0.11856
N -0.93921 -2.30165 -0.50288
C -2.31191 -2.59419 -0.46119
O -2.71199 -3.67826 -0.11261
C -3.11044 -1.48158 -0.90544
S -4.83303 -1.43366 -0.87386
C -4.81318 0.15830 -1.50780
C -3.56084 0.64210 -1.73592
C -2.56935 -0.30097 -1.38042
N -1.20437 -0.17152 -1.46026
C -0.54803 0.98371 -2.04002
C 0.78257 1.25484 -1.32474
O 0.85883 1.56133 -0.15939
O 1.78498 1.31254 -2.18773
C 3.09427 1.48798 -1.61894
C 3.50273 0.25266 -0.86097
C 3.78987 -0.91565 -1.55403
C 4.07554 -2.08115 -0.86785
C 4.07638 -2.08906 0.51671
C 3.79849 -0.92526 1.21208
C 3.51097 0.24200 0.52616
C -0.37199 -1.16433 -1.00487
O 0.83770 -1.00664 -1.07329
N -0.90309 0.45921 1.77154
C -2.03642 1.37301 1.73073
C -1.61456 2.70932 1.23358
C -0.85912 3.68557 1.81257
C -0.74858 4.72474 0.85757
C -1.44445 4.30473 -0.23025
O -1.97289 3.08501 -0.01456
H 0.97402 -1.22583 1.48540
H 0.49061 -1.67262 3.12795
H 0.68237 -3.79169 2.05979
H -1.05437 -3.42908 2.01062
H 0.95886 -3.08010 -0.27016
H -0.38091 -4.26732 -0.17025
H -5.74004 0.66792 -1.68261
H -3.36678 1.62352 -2.12525
H -1.18645 1.85676 -1.90197
H -0.34645 0.81901 -3.10354
H 3.74243 1.67115 -2.47813
H 3.07950 2.36203 -0.95948
H 3.76995 -0.91140 -2.63375
H 4.28879 -2.98866 -1.41375
H 4.28766 -3.00264 1.05334
H 3.79474 -0.92827 2.29257
H 3.27302 1.14467 1.06949
H -0.02409 0.81417 1.41751
H -2.82075 0.96352 1.08378
H -2.44981 1.45597 2.74329
H -0.43460 3.66513 2.79478
H -0.22443 5.65143 0.96943
H -1.63791 4.76357 -1.18005

# 2
10
Properties=species:S:1:pos:R:3 method="wB97M-V/def2-TZVPD" total_energy_ha=-363.5478 homo_lumo_gap_ev=9.4720 charge=0 multiplicity=1 de_lowest_kj_mol=152.74
H 2.30911 -1.35725 -0.12986
N 1.45386 -1.20670 -0.68326
C 0.70156 -0.40615 -0.07940
N 0.98688 0.26892 1.17933
C -0.02226 0.93451 1.45547
C -1.13376 0.87064 0.43459
C -0.63320 0.03334 -0.46165
F -1.19888 -0.40592 -1.58252
H -0.00092 1.57502 2.34087
H -2.07754 1.40586 0.46507

# 3
15
Properties=species:S:1:pos:R:3 method="wB97M-V/def2-TZVPD" total_energy_ha=-668.6527 homo_lumo_gap_ev=9.6172 charge=0 multiplicity=1 de_lowest_kj_mol=225.46
C 1.06805 0.08064 -1.00999
C 2.11199 -0.50737 -0.36069
C 0.59460 0.73558 1.27341
C -0.08898 0.43765 -0.04478
C -1.07543 -0.69601 -0.00886
O 3.05423 -0.20197 2.12815
S 1.88051 -0.69681 1.42709
H 0.81395 0.12970 -2.15303
H 3.10596 -0.73538 -0.79648
H 1.27331 1.59302 1.16581
H -0.08619 0.74214 2.21867
H -0.60377 1.24529 -0.60258
H -0.60125 -1.70528 0.38901
H -1.16961 -0.99848 -1.07556
H -1.98405 -0.25440 0.36613

# 4
51
Properties=species:S:1:pos:R:3 method="wB97M-V/def2-TZVPD" total_energy_ha=-3315.9002 homo_lumo_gap_ev="8.4531 / 8.5334" charge=+1 multiplicity=3 de_lowest_kj_mol=6.35
Ni -0.36061 0.04464 0.45755
C 1.33169 -1.11215 2.64383
C 1.85413 0.28465 2.32490
N 1.59308 0.64222 0.92568
C 2.55198 0.16947 -0.08575
C 2.44608 -1.31493 -0.41995
S 0.72798 -1.84105 -0.73242
C 0.46007 -3.13565 0.51544
C -0.34609 -2.68357 1.73805
N -0.03910 -1.30368 2.12931
H 1.96959 -1.86957 2.19372
H 1.37141 -1.28198 3.72242
H 1.32748 1.01232 2.94316
H 2.91963 0.34441 2.56954
H 1.54015 1.64823 0.81410
H 2.34693 0.76023 -0.97857
H 3.58205 0.38200 0.22249
H 3.01707 -1.50599 -1.32741
H 2.86563 -1.95227 0.35543
H -0.07369 -3.94190 0.01513
H 1.43631 -3.53511 0.78683
H -1.40961 -2.72664 1.50366
H -0.16173 -3.39013 2.55480
H -0.70503 -0.99095 2.82736
C -3.23022 -0.42832 -2.77172
C -2.17284 -0.07836 -1.77978
N -2.11285 -0.53969 -0.58675
O -3.13211 -1.42726 -0.25275
C -1.15377 0.94035 -2.13266
C -1.12863 1.61038 -3.46404
N -0.38036 1.26394 -1.15002
O 0.45682 2.26878 -1.23279
H -3.82889 -1.27130 -2.44583
H -2.77181 -0.65420 -3.73398
H -3.88428 0.43308 -2.92267
H -3.27702 -1.25581 0.68299
H -2.02721 2.20668 -3.63684
H -1.06486 0.87783 -4.26951
H -0.26565 2.26915 -3.50703
S -1.59057 1.42778 2.02065
C -1.64236 3.11577 1.67934
N -0.97459 3.67374 0.65024
C -0.99438 4.99405 0.36724
C -1.70362 5.86536 1.13864
C -2.41670 5.33635 2.22349
C -2.39101 3.99177 2.48772
H -0.43028 3.08791 -0.03488
H -0.42036 5.28121 -0.50236
H -1.71134 6.91911 0.90720
H -2.99730 5.99377 2.85730
H -2.93706 3.57161 3.31917

# 5
39
Properties=species:S:1:pos:R:3 method="wB97M-V/def2-TZVPD" total_energy_ha=-1818.3913 homo_lumo_gap_ev="6.1936 / 5.1819" charge=-2 multiplicity=5 de_lowest_kj_mol=0.00
C 0.95786 -0.41865 -1.58295
C -0.45608 -0.74973 -1.50647
C -0.66752 -1.50648 -0.32082
C -1.49155 -0.44962 -2.51223
C 0.59332 -1.74563 0.29577
C 1.60726 -1.07645 -0.47521
C 3.05900 -1.13879 -0.23679
C 1.64780 0.19447 -2.73196
C -1.98417 -1.97687 0.16626
C 0.80307 -2.51605 1.53706
Pd 0.51545 1.13549 0.25810
Cl -4.06923 2.31407 -1.37714
Cl -0.44600 2.36545 -1.52750
O 1.29288 0.32798 1.94057
H -1.13591 0.31894 -3.19979
H -2.39994 -0.04155 -2.04792
H -1.75189 -1.35108 -3.08668
H -2.75701 -1.24084 -0.07077
H -1.97473 -2.10729 1.25032
H -2.27495 -2.93658 -0.28051
H 0.02301 -2.31051 2.27912
H 1.77120 -2.28677 1.98813
H 0.77041 -3.58752 1.30806
H 3.28107 -1.13166 0.83498
H 3.56557 -0.29004 -0.70039
H 3.45337 -2.06804 -0.66578
H 1.04967 1.01757 -3.12724
H 1.80633 -0.55362 -3.51660
H 2.61365 0.59357 -2.42375
H 0.69623 0.60023 2.67538
O 2.40130 1.65717 -0.09681
H 2.50262 2.02904 0.79890
C -2.33374 3.01801 2.66763
C -1.21509 2.36347 1.87355
O -0.10132 2.92281 1.59967
O -1.48729 1.16493 1.48142
H -2.06997 4.03571 2.96101
H -2.57065 2.39994 3.54761
H -3.22402 3.02491 2.02379

# 6
110
Properties=species:S:1:pos:R:3 method="wB97M-V/def2-TZVPD" total_energy_ha=-6973.8694 homo_lumo_gap_ev="7.3931 / 5.7921" charge=-1 multiplicity=5 de_lowest_kj_mol=254.46
Co 1.85571 0.03676 0.18650
C 2.53382 -3.03817 2.02733
C 2.05430 -4.07675 1.00761
C 0.53473 -4.26880 1.07205
C 2.56780 -3.79409 -0.40009
C 3.47119 -4.70614 -0.94316
C 3.98667 -4.55442 -2.22017
C 3.62049 -3.43714 -2.94845
C 2.73744 -2.48334 -2.44029
C 2.57830 -1.20441 -3.26552
C 2.04895 -1.42614 -4.68873
C 3.93563 -0.49388 -3.38652
C 2.16131 -2.68145 -1.15696
N 1.25914 -1.78904 -0.51948
C 0.06496 -1.34823 -1.04361
C -1.18559 0.35257 -0.84872
N -1.25867 1.58134 -0.22150
C -2.25878 2.47370 -0.04522
C -1.89353 3.84045 -0.23832
C -2.86628 4.81318 -0.07773
C -4.15862 4.49040 0.32487
C -4.49556 3.16726 0.57233
C -3.57939 2.14438 0.38552
C -3.95045 0.72450 0.75595
C -5.27977 0.27670 0.14365
C -3.96342 0.57555 2.28026
C -0.49378 4.25903 -0.64754
C 0.52161 3.98082 0.46807
C -0.02570 3.65420 -1.97882
C -2.01185 0.09511 -2.11191
C -3.01902 0.87372 -2.59925
C -3.71517 0.48182 -3.77368
C -3.41510 -0.68579 -4.40877
C -2.39323 -1.53667 -3.90826
C -2.11555 -2.81577 -4.46437
C -1.19124 -3.63197 -3.88528
C -0.43203 -3.20209 -2.76436
C -0.62711 -1.95627 -2.24996
C -1.66307 -1.12363 -2.78252
H 2.10578 -3.23972 3.01365
H 2.23432 -2.02944 1.74277
H 3.62264 -3.05333 2.11198
H 2.50279 -5.03237 1.29173
H 0.01628 -3.36019 0.76495
H 0.22195 -4.51038 2.09295
H 0.22347 -5.08651 0.41386
H 3.76311 -5.56402 -0.34484
H 4.67855 -5.28192 -2.62986
H 4.05968 -3.27828 -3.92865
H 1.89645 -0.53376 -2.75359
H 2.67639 -2.14005 -5.23050
H 2.07104 -0.48059 -5.24040
H 1.02666 -1.79839 -4.70468
H 4.57861 -1.02029 -4.10061
H 4.45074 -0.44626 -2.43099
H 3.79668 0.52980 -3.74678
H -2.60433 5.84859 -0.26532
H -4.89614 5.27281 0.45899
H -5.49361 2.92762 0.92045
H -3.17730 0.06449 0.37244
H -6.11906 0.87482 0.51051
H -5.47544 -0.76538 0.40879
H -5.25735 0.35344 -0.94607
H -4.72091 1.23239 2.72182
H -2.99043 0.83528 2.70612
H -4.18449 -0.45525 2.56369
H -0.54360 5.34203 -0.78812
H 0.56677 2.91398 0.68768
H 0.24866 4.51271 1.38447
H 1.51924 4.30911 0.16187
H 0.24206 2.60236 -1.86574
H 0.86056 4.18861 -2.33157
H -0.80028 3.73232 -2.74803
H -3.29471 1.79166 -2.10026
H -4.50628 1.11740 -4.15474
H -3.96715 -0.99027 -5.29152
H -2.66891 -3.14091 -5.33922
H -1.00884 -4.61821 -4.29550
H 0.31485 -3.85726 -2.33805
Cl -3.24379 -3.30254 4.07109
C -2.02776 -2.24852 3.36622
C -1.07273 -1.64853 4.17370
C -0.13966 -0.80423 3.60262
C -0.13517 -0.53007 2.22236
O 0.74062 0.32694 1.74574
C -1.08128 -1.17521 1.41285
C -1.16396 -1.04575 -0.07137
O 0.18348 0.12453 -1.29348
C -2.02367 -2.02022 2.00833
H -1.05501 -1.85056 5.23762
H 0.64030 -0.34909 4.20751
H -2.02296 -1.63402 -0.38001
H -2.76404 -2.51370 1.38722
Br 3.94078 0.96286 -0.07968
C 4.70793 3.51952 2.75388
C 4.19399 2.79827 3.99775
S 2.89627 1.59709 3.60435
O 2.74687 0.76706 4.85427
C 1.52072 2.79381 3.60048
C 0.93563 2.96709 4.99161
H 5.34758 4.35963 3.03173
H 3.88866 3.91016 2.14367
H 5.27496 2.84256 2.11590
H 3.79216 3.48666 4.74575
H 4.96749 2.19219 4.46955
H 0.79029 2.38569 2.90192
H 1.91008 3.72874 3.19085
H 0.64583 2.00226 5.40404
H 0.05201 3.60581 4.93869
H 1.64677 3.41762 5.68626